264
Properties=species:S:1:pos:R:3:forces:R:3:lowdin_charge:R:1 method="wB97M-V/def2-TZVPD" lumo_energy_ev=0.53 e_above_lowest_kj_mol=425.9 e_homo_ev=-9.3966 molar_mass_g_mol=1322.112
C 17.202 19.072 22.998 1.13 0.46 0.23 -0.041
C 15.998 18.274 23.377 0.06 0.04 1.03 -0.528
C 15.537 18.353 24.818 0.40 -0.65 0.74 -0.032
O 14.907 18.621 22.579 -0.68 0.20 0.05 -0.058
H 17.064 20.126 23.195 -0.12 0.43 0.07 0.080
H 17.367 18.956 21.927 0.11 -0.01 -0.08 0.070
H 18.133 18.761 23.523 -0.63 0.01 -0.23 0.093
H 16.301 17.266 23.189 -0.16 -1.14 -0.08 0.097
H 14.670 17.678 25.007 0.46 0.56 -0.27 0.068
H 15.281 19.368 25.131 -0.03 -0.04 -0.14 0.085
H 16.351 17.983 25.474 -0.35 0.28 -0.21 0.091
H 15.189 18.456 21.672 -0.20 -0.12 -0.96 0.050
C 18.451 12.596 15.583 1.42 -0.42 1.69 -0.046
C 18.656 13.896 16.419 -1.17 -0.66 -0.62 -0.388
C 19.587 14.858 15.665 0.52 -1.36 -0.03 -0.032
O 17.330 14.501 16.670 1.29 -0.24 -0.37 -0.099
H 17.822 12.712 14.734 -0.67 0.36 -0.59 0.062
H 18.069 11.809 16.251 -0.22 0.22 -0.39 0.077
H 19.431 12.214 15.221 -0.49 0.32 0.23 0.082
H 18.969 13.634 17.457 0.42 0.20 -0.93 0.132
H 20.414 14.286 15.198 -0.35 0.11 0.43 0.091
H 20.047 15.522 16.355 0.27 1.04 0.43 0.059
H 19.141 15.371 14.816 -0.50 0.10 0.29 0.062
H 17.248 15.157 15.969 -0.64 0.42 -0.25 0.053
C 12.274 14.122 21.151 -0.54 0.44 0.83 -0.033
C 11.015 13.249 21.199 0.40 -0.15 -0.48 -0.459
C 10.698 12.746 22.589 1.18 -0.64 -0.36 -0.023
O 9.987 14.105 20.749 -1.51 0.61 -0.53 -0.078
H 12.569 14.379 20.137 -0.01 -0.05 -0.11 0.069
H 13.111 13.718 21.709 0.18 -0.42 -0.21 0.052
H 12.065 15.059 21.695 -0.09 -0.18 -0.42 0.076
H 11.091 12.443 20.440 0.16 -0.02 0.62 0.131
H 9.771 12.176 22.676 0.26 -0.30 -0.19 0.089
H 10.618 13.565 23.254 -0.28 1.22 0.62 0.063
H 11.602 12.233 22.950 -0.69 -0.56 0.03 0.068
H 9.119 13.659 20.794 0.72 0.17 0.00 0.109
C 15.002 24.567 13.228 1.08 1.17 -0.11 -0.041
C 14.896 24.164 14.666 -0.73 1.09 0.83 -0.509
C 14.105 22.931 14.863 -1.00 -1.88 -3.07 -0.046
O 16.184 23.989 15.206 1.11 -0.21 -0.48 -0.059
H 14.061 24.911 12.873 -0.99 0.50 -0.17 0.064
H 15.208 23.718 12.588 0.68 -0.16 -0.11 0.080
H 15.743 25.426 13.123 -0.78 -1.28 -0.08 0.109
H 14.416 24.964 15.256 0.06 0.05 -0.32 0.132
H 14.089 22.550 15.835 0.23 -0.39 1.70 0.049
H 14.550 22.137 14.170 -0.46 0.70 0.99 0.110
H 13.037 23.002 14.545 0.75 0.31 0.13 0.083
H 16.178 24.272 16.114 -0.15 0.14 0.63 0.040
C 12.296 10.172 18.668 0.09 -1.00 -1.49 -0.054
C 13.432 9.716 17.680 -1.30 -0.93 1.25 -0.475
C 12.972 8.618 16.720 0.92 0.10 0.14 -0.051
O 13.829 10.763 16.841 0.94 0.91 0.26 -0.060
H 11.405 10.552 18.176 0.04 0.19 -0.52 0.080
H 12.641 10.934 19.333 0.36 0.40 0.63 0.040
H 11.946 9.293 19.198 0.16 -0.05 0.47 0.072
H 14.207 9.303 18.364 0.20 0.49 -0.63 0.133
H 13.771 8.126 16.166 0.54 0.25 0.27 0.078
H 12.448 9.142 15.956 -1.13 0.08 -0.54 0.071
H 12.444 7.801 17.179 -0.66 -0.01 0.30 0.074
H 14.212 11.477 17.379 -0.15 -0.33 -0.27 0.083
C 15.410 17.144 10.473 -1.17 0.88 -1.09 -0.051
C 14.142 17.020 11.274 -1.87 -0.19 -1.82 -0.535
C 13.292 15.790 10.818 1.60 0.26 0.67 -0.037
O 14.478 16.829 12.575 -0.18 -0.63 2.69 -0.083
H 15.954 16.237 10.547 0.71 -0.85 0.10 0.070
H 16.012 17.986 10.789 0.16 0.16 0.14 0.070
H 15.107 17.299 9.424 0.39 -0.02 0.22 0.091
H 13.478 17.924 11.116 0.72 -0.48 0.31 0.147
H 12.528 15.568 11.578 0.23 -0.09 -0.30 0.081
H 14.027 14.966 10.690 -0.74 0.11 0.25 0.089
H 12.835 15.974 9.878 -0.56 0.11 -0.89 0.058
H 13.784 16.289 13.049 0.84 0.86 -0.18 0.065
C 11.365 19.758 14.143 0.80 1.30 -0.08 -0.043
C 10.716 20.293 15.416 0.10 -1.75 0.58 -0.498
C 11.615 20.167 16.643 1.52 -0.01 -0.38 -0.055
O 10.280 21.600 15.246 -0.73 0.46 -0.72 -0.057
H 12.072 20.465 13.649 -0.43 -0.14 0.59 0.089
H 10.587 19.570 13.435 -0.38 -0.42 -0.61 0.067
H 11.951 18.884 14.358 0.05 -0.74 -0.01 0.057
H 9.855 19.568 15.575 0.41 1.07 0.07 0.144
H 11.148 20.508 17.563 -0.17 0.26 -0.06 0.057
H 12.584 20.745 16.476 -1.12 -0.60 0.26 0.099
H 11.895 19.112 16.831 -0.13 0.42 -0.22 0.070
H 10.677 22.209 15.887 -0.06 -0.18 0.34 0.035
C 15.406 10.951 22.169 2.10 -0.93 -1.56 -0.088
C 13.943 10.978 22.145 -1.11 -0.42 2.53 -0.445
C 13.385 9.599 21.753 0.58 0.68 1.85 -0.044
O 13.550 11.204 23.584 0.04 0.47 -1.81 -0.103
H 15.959 11.852 22.422 -0.41 0.24 0.64 0.072
H 15.820 10.731 21.161 -0.31 -0.18 0.26 0.080
H 15.685 10.094 22.782 0.37 0.25 0.28 0.093
H 13.576 11.801 21.549 -0.41 0.06 -0.34 0.096
H 13.823 9.315 20.820 -0.02 -0.49 -0.57 0.053
H 12.315 9.600 21.769 -0.68 0.11 -0.49 0.068
H 13.648 8.891 22.575 0.21 0.41 -0.70 0.102
H 13.680 12.170 23.722 -0.15 -0.54 0.21 0.034
C 19.950 16.748 21.307 -1.32 0.75 -0.83 -0.061
C 20.415 15.318 21.072 0.42 0.67 0.25 -0.480
C 20.694 15.060 19.572 1.09 0.39 1.88 -0.036
O 21.521 14.912 21.873 1.09 -0.02 -1.37 -0.042
H 20.607 17.606 20.969 -0.38 -1.22 0.62 0.097
H 19.520 16.891 22.305 0.70 0.14 0.19 0.064
H 19.012 16.831 20.700 0.67 0.09 0.09 0.069
H 19.601 14.662 21.383 -0.41 0.01 -0.33 0.118
H 21.530 15.616 19.103 -0.51 -0.01 0.57 0.099
H 19.768 15.284 19.120 -0.97 0.08 -1.06 0.037
H 20.932 14.026 19.561 0.13 -1.10 -0.67 0.068
H 21.371 14.966 22.805 -0.57 0.25 0.65 0.073
C 16.256 15.059 21.440 0.11 1.15 -0.37 -0.026
C 16.804 14.489 20.095 0.26 0.38 1.53 -0.460
C 15.818 13.501 19.610 -1.32 -1.37 -0.94 -0.050
O 16.911 15.542 19.144 0.21 0.29 0.97 -0.070
H 16.134 14.387 22.279 0.07 -0.74 -0.21 0.062
H 15.286 15.546 21.293 -0.24 -0.40 -0.33 0.078
H 16.799 15.904 21.863 0.82 -0.09 -0.32 0.052
H 17.773 13.985 20.269 -0.06 0.40 -0.11 0.129
H 15.970 13.269 18.521 -0.21 0.26 0.87 0.090
H 14.830 13.977 19.783 0.26 -0.60 -0.51 0.071
H 15.845 12.532 20.154 0.02 0.74 -0.21 0.066
H 17.117 15.148 18.279 -0.05 0.05 -0.42 0.040
C 17.024 23.886 18.399 2.47 0.76 -0.36 -0.068
C 15.856 24.620 18.889 -3.18 0.51 1.59 -0.452
C 16.095 25.459 20.231 0.50 -1.35 -0.50 -0.032
O 15.249 25.439 17.854 0.37 -0.32 0.31 -0.065
H 17.541 23.449 19.245 0.34 -0.07 0.15 0.083
H 17.741 24.618 17.904 -0.54 -0.85 0.58 0.124
H 16.883 23.071 17.709 -0.55 -0.13 -0.35 0.074
H 15.006 23.905 19.072 0.89 0.50 0.15 0.121
H 15.211 25.855 20.741 -0.06 0.08 -0.69 0.070
H 16.842 26.215 20.065 0.01 0.85 -0.42 0.062
H 16.612 24.883 21.014 -0.32 -0.52 -0.37 0.073
H 15.905 26.090 17.600 0.19 0.41 -0.10 0.085
C 8.596 25.516 13.654 -1.49 1.43 0.62 -0.082
C 9.376 24.590 12.811 0.86 -1.24 -0.62 -0.488
C 9.857 25.226 11.485 -0.11 -0.55 0.32 -0.049
O 10.553 24.056 13.465 -0.42 -0.87 0.49 -0.092
H 8.199 25.149 14.604 0.16 -0.72 -0.20 0.079
H 7.717 25.758 13.039 0.02 0.17 0.28 0.090
H 9.021 26.471 13.960 0.64 0.10 -0.48 0.075
H 8.684 23.756 12.640 0.28 -0.08 -0.36 0.140
H 10.433 26.111 11.819 -0.04 -0.40 -0.73 0.086
H 9.004 25.521 10.849 0.34 0.10 0.37 0.077
H 10.464 24.487 10.890 -0.40 0.90 0.78 0.092
H 10.377 23.106 13.688 0.21 0.91 -0.16 0.082
C 18.436 17.979 13.568 -0.99 -0.21 -0.85 -0.028
C 17.325 17.923 14.580 -0.95 1.74 1.14 -0.473
C 16.391 19.158 14.492 1.05 -0.60 0.21 -0.020
O 16.570 16.750 14.601 0.17 -1.51 0.19 -0.055
H 19.135 18.761 13.814 0.41 0.12 0.07 0.068
H 18.074 18.125 12.534 -0.08 0.20 0.41 0.087
H 18.855 17.000 13.561 0.99 -0.60 0.00 0.048
H 17.753 17.862 15.590 0.40 0.59 -0.09 0.128
H 15.923 19.217 13.554 -0.81 -0.48 -1.58 0.058
H 16.908 20.091 14.514 0.80 0.65 0.53 0.055
H 15.612 19.170 15.220 -0.39 -0.15 0.62 0.040
H 15.850 16.749 13.975 -0.48 0.23 -0.80 0.047
C 19.209 24.053 13.732 0.18 0.37 1.21 -0.044
C 19.212 22.534 13.908 0.54 -0.75 1.59 -0.418
C 20.535 21.830 14.342 -0.57 2.02 0.04 -0.042
O 18.298 22.154 14.971 0.45 -0.02 -0.86 -0.097
H 18.317 24.491 13.334 -0.93 -0.48 -0.77 0.048
H 20.005 24.446 13.121 0.56 -0.10 -0.11 0.072
H 19.189 24.584 14.703 0.73 -0.53 -0.08 0.092
H 18.927 22.044 12.991 -0.46 -0.10 -0.56 0.121
H 21.236 22.010 13.535 0.62 0.04 0.19 0.074
H 20.358 20.776 14.401 -0.20 -0.66 0.07 0.047
H 20.843 22.193 15.358 0.03 -0.23 -1.18 0.087
H 17.554 22.748 14.887 -0.88 0.31 0.29 0.032
C 13.639 13.643 26.519 -0.12 -0.11 0.32 -0.049
C 14.267 14.431 25.403 0.45 -0.16 0.42 -0.471
C 15.761 14.141 25.405 -0.83 -0.45 -0.85 -0.043
O 13.669 13.977 24.189 0.17 0.32 -0.39 -0.075
H 13.870 12.592 26.405 0.02 -0.35 -0.28 0.084
H 12.575 13.734 26.589 -0.76 0.17 -0.27 0.073
H 14.009 13.906 27.487 0.49 0.43 0.66 0.073
H 14.216 15.512 25.530 -0.82 0.13 -0.12 0.121
H 16.184 14.450 26.352 0.23 -0.20 0.20 0.083
H 16.213 14.711 24.600 0.36 -0.06 -0.15 0.059
H 15.821 13.059 25.213 0.65 0.30 0.18 0.091
H 13.184 14.683 23.736 0.19 0.28 0.14 0.061
C 9.412 18.735 19.105 0.35 -1.23 -0.64 -0.039
C 9.395 17.361 19.782 0.10 -0.56 1.87 -0.467
C 8.075 16.620 19.634 0.63 0.44 -1.68 -0.053
O 10.476 16.599 19.197 -0.68 0.42 -0.26 -0.091
H 10.411 19.070 19.310 0.38 0.91 0.09 0.048
H 8.630 19.477 19.338 0.40 -0.55 0.21 0.094
H 9.417 18.499 18.018 -0.28 0.35 0.48 0.085
H 9.658 17.366 20.910 -0.61 0.67 -1.56 0.137
H 7.227 17.275 19.628 -0.62 0.40 1.18 0.071
H 8.033 15.735 20.238 -0.40 -0.20 0.44 0.056
H 8.001 16.340 18.585 0.37 -0.61 -0.32 0.085
H 10.337 15.681 19.465 0.07 -0.11 0.20 0.049
C 14.313 13.698 14.314 0.41 0.07 -1.04 -0.042
C 13.053 14.312 14.910 0.40 0.08 0.49 -0.409
C 12.871 14.164 16.451 -1.61 -0.97 -2.42 -0.011
O 13.081 15.718 14.575 1.13 -1.42 -1.95 -0.064
H 14.291 13.731 13.175 -0.33 -0.35 1.35 0.097
H 14.456 12.670 14.683 -0.14 0.29 -0.32 0.084
H 15.200 14.273 14.527 0.35 0.24 0.58 0.055
H 12.292 13.774 14.318 -0.60 0.62 0.72 0.136
H 13.697 14.479 17.001 1.46 1.12 0.81 0.048
H 12.774 13.106 16.673 -0.39 -0.22 0.03 0.059
H 11.935 14.686 16.695 0.35 -0.13 0.40 0.089
H 12.633 16.330 15.112 -1.15 0.57 1.47 0.064
C 13.472 22.587 21.840 0.48 -1.55 0.71 -0.062
C 12.689 23.020 20.608 -0.51 -0.63 0.27 -0.498
C 12.878 22.000 19.464 0.40 -0.88 1.90 -0.048
O 11.274 23.138 20.871 0.23 1.34 0.53 -0.076
H 13.485 21.457 22.105 -0.80 1.75 -0.44 0.098
H 13.269 23.194 22.750 0.05 -0.42 -0.64 0.088
H 14.510 22.700 21.559 0.61 0.47 0.16 0.055
H 13.059 24.027 20.354 0.02 -0.29 -0.35 0.120
H 13.956 21.757 19.427 -0.29 0.44 -0.53 0.074
H 12.478 22.390 18.534 -0.04 -0.41 -0.17 0.056
H 12.471 20.986 19.826 -0.09 1.59 -0.82 0.099
H 11.167 24.003 21.350 -0.03 -1.41 -0.66 0.109
C 11.407 26.085 16.678 -1.34 1.59 -1.24 -0.042
C 10.962 24.791 17.281 -1.25 0.60 1.47 -0.491
C 9.542 24.838 17.944 1.07 2.25 -0.19 -0.020
O 11.167 23.729 16.420 -0.05 -0.30 -1.70 -0.070
H 10.850 26.374 15.725 0.46 -0.48 1.14 0.098
H 12.440 26.031 16.418 0.87 -0.14 -0.21 0.056
H 11.303 26.933 17.376 -0.09 -0.38 -0.16 0.093
H 11.651 24.666 18.092 0.41 -0.55 0.75 0.110
H 8.781 25.367 17.358 0.21 -0.21 -0.37 0.067
H 9.694 25.513 18.817 -0.28 -0.61 -0.23 0.084
H 9.130 23.915 18.263 0.03 -1.04 0.30 0.060
H 10.945 24.041 15.509 0.19 -0.20 0.42 0.079
C 10.973 16.975 24.519 -0.99 0.90 1.77 -0.053
C 11.558 17.430 23.212 0.93 2.49 0.90 -0.464
C 11.727 19.005 23.092 -1.19 -0.95 -1.38 -0.026
O 12.800 16.812 23.007 1.07 -0.74 0.14 -0.084
H 11.377 17.474 25.440 0.24 -0.39 -0.91 0.096
H 11.057 15.914 24.646 0.38 -0.71 -0.01 0.053
H 9.888 17.151 24.649 0.28 0.19 -0.60 0.085
H 10.920 17.108 22.431 -0.72 -0.31 -0.95 0.086
H 12.135 19.267 22.093 -0.27 -0.35 0.39 0.065
H 12.396 19.478 23.781 0.39 -0.15 0.84 0.058
H 10.738 19.493 23.154 0.36 -0.18 0.10 0.085
H 13.551 17.439 23.072 -0.43 0.04 -0.33 0.053
C 18.807 19.902 18.696 -0.43 -0.24 0.60 -0.058
C 20.037 20.607 18.235 1.72 -1.14 -1.24 -0.477
C 21.091 19.565 17.637 -1.39 0.40 2.38 -0.028
O 19.815 21.629 17.294 -0.85 0.22 0.06 -0.079
H 18.077 20.576 19.139 -0.16 0.21 -0.25 0.081
H 19.052 19.214 19.491 0.27 -0.30 0.37 0.060
H 18.353 19.278 17.949 -0.41 -0.08 -0.69 0.066
H 20.506 20.991 19.136 0.17 0.77 -0.09 0.129
H 20.587 18.944 16.912 0.08 -0.28 -0.37 0.059
H 21.356 18.982 18.542 0.06 -0.28 -0.69 0.068
H 22.000 20.007 17.275 0.17 0.44 -0.38 0.064
H 19.110 21.383 16.649 0.61 0.33 0.51 0.073
C 15.070 18.189 17.542 -0.72 0.19 -1.23 -0.045
C 14.523 18.217 18.956 0.95 0.35 0.41 -0.417
C 13.413 17.221 19.057 -0.95 -0.52 0.73 -0.057
O 15.579 17.982 19.965 -0.77 0.46 -0.58 -0.083
H 15.843 18.896 17.236 -0.09 0.29 0.63 0.063
H 14.212 18.325 16.807 0.95 -0.07 0.88 0.087
H 15.491 17.214 17.313 -0.02 -0.39 0.07 0.076
H 14.101 19.188 19.232 0.40 0.18 -0.18 0.120
H 12.780 17.233 18.149 0.32 -0.08 0.46 0.068
H 12.713 17.430 19.913 0.86 -0.43 -0.66 0.088
H 13.881 16.229 19.162 -0.44 0.10 -0.02 0.075
H 16.081 17.175 19.755 -0.18 -0.04 -0.37 0.049